The molecule C17H23ClN2O5S in a non-equilibrium geometry. Source: the OMol25 dataset; level of theory: ωB97M-V/def2-TZVPD.

```
! wB97M-V def2-TZVPD RIJCOSX def2/J DEFGRID3
* xyz 0 1
O -2.272 -0.225 1.328
C -2.280 -1.290 0.777
N -3.424 -1.897 0.332
S -4.928 -1.143 0.389
O -5.139 -0.567 1.662
O -5.835 -2.104 -0.119
O -4.773 -0.047 -0.746
C -3.918 1.031 -0.571
C -4.054 1.900 0.501
C -3.160 2.944 0.648
C -2.145 3.117 -0.282
Cl -1.010 4.398 -0.081
C -2.024 2.267 -1.370
C -2.913 1.217 -1.511
O -1.202 -2.025 0.501
C 0.052 -1.419 0.845
C 0.449 -0.315 -0.144
C 0.276 -0.783 -1.591
C 1.282 -1.882 -1.906
C 2.690 -1.391 -1.597
N 2.829 -0.948 -0.219
C 4.211 -0.552 0.007
C 4.451 -0.077 1.432
C 3.541 1.107 1.727
C 2.105 0.652 1.509
C 1.903 0.140 0.080
H -3.363 -2.785 -0.136
H -4.827 1.727 1.230
H -3.242 3.615 1.488
H -1.237 2.418 -2.091
H -2.835 0.538 -2.345
H 0.781 -2.228 0.834
H -0.040 -1.004 1.851
H -0.210 0.543 0.032
H -0.743 -1.139 -1.753
H 0.445 0.067 -2.257
H 1.062 -2.769 -1.314
H 1.224 -2.156 -2.961
H 3.406 -2.201 -1.760
H 2.944 -0.571 -2.297
H 4.841 -1.421 -0.204
H 4.506 0.255 -0.692
H 4.229 -0.889 2.126
H 5.501 0.198 1.547
H 3.677 1.453 2.753
H 3.781 1.935 1.055
H 1.895 -0.150 2.215
H 1.404 1.468 1.691
H 2.087 0.989 -0.612
*
```

Output
Energy above the lowest of the compared OMol25 structures with the same formula, charge and spin in kcal/mol: 9.2
Orbital gap in eV: 9.50
SMILES: O=C(NS(=O)(=O)Oc1ccc(Cl)cc1)OC[C@@H]1CCCN2CCCC[C@H]12